(1)
C37H28CoI2N5O4PS2 | wB97M-V/def2-TZVPD

Values from the calculation:
Total charge ... +1
Molar mass ... 1014.511 g/mol
Frontier orbital gap (spin up / spin down) ... 5.35 / 3.68 eV
Lowest unoccupied orbital energy (spin up / spin down) ... -3.961 / -5.635 eV
E_tot ... -139241.6064 eV
Spin multiplicity ... 5
⟨S²⟩ ... 6.054

Atoms and positions in Å:
Co (0.5015, 1.0362, -0.7906)
O (-0.0585, 0.5675, -3.5237)
N (-0.4204, 0.0933, -2.2270)
C (-1.3551, -0.8353, -2.2746)
C (-1.6357, -1.7463, -1.2105)
C (-2.6511, -2.7585, -1.2400)
C (-2.7022, -3.7393, -0.2561)
C (-1.8578, -3.7247, 0.8206)
C (-0.8083, -2.8020, 0.8098)
C (-0.6067, -1.8740, -0.1996)
P (0.9826, -0.9838, -0.3581)
C (1.9691, -1.7168, -1.6971)
C (1.5285, -2.7331, -2.6183)
C (2.3686, -3.1236, -3.6475)
C (3.5656, -2.4592, -3.8419)
C (4.0022, -1.4847, -2.9861)
C (3.2328, -1.1616, -1.8697)
C (1.8680, -1.4230, 1.1604)
C (2.5892, -2.5793, 1.1834)
C (3.3171, -3.0044, 2.3176)
C (3.4229, -2.1407, 3.4391)
C (2.6152, -0.9562, 3.4842)
C (1.8845, -0.6147, 2.3587)
H (-0.2076, 1.5501, -3.4370)
H (-1.9945, -0.8549, -3.2058)
H (-3.2481, -2.8529, -2.1288)
H (-3.4301, -4.5793, -0.4313)
H (-1.9327, -4.4365, 1.6438)
H (-0.1226, -2.8204, 1.6964)
H (0.5233, -3.1870, -2.5747)
H (1.9264, -3.8901, -4.3265)
H (4.2541, -2.7925, -4.6226)
H (4.9494, -1.0368, -3.2284)
H (3.5799, -0.4370, -1.1648)
H (2.5497, -3.3425, 0.3367)
H (3.8587, -3.9670, 2.3195)
H (3.9900, -2.5212, 4.2926)
H (2.5750, -0.2385, 4.3074)
H (1.3678, 0.3372, 2.3883)
I (-1.3312, 5.4819, -4.9119)
C (0.3435, 5.0752, -3.7709)
C (1.4484, 5.8724, -3.9697)
C (2.7096, 5.5496, -3.4375)
I (4.2452, 6.3131, -4.6785)
C (2.7625, 4.5465, -2.4290)
C (3.9126, 4.2492, -1.6685)
C (3.9414, 3.1773, -0.7947)
C (2.8209, 2.4029, -0.6256)
N (1.7222, 2.5762, -1.3558)
C (1.6305, 3.6539, -2.2270)
C (0.3942, 3.8923, -2.9701)
O (-0.5041, 3.0166, -3.0607)
H (1.3460, 6.6915, -4.6434)
H (4.8672, 4.8583, -1.7675)
H (4.7908, 3.1609, -0.0873)
H (2.6948, 1.6140, 0.1079)
N (-5.3061, -3.0671, 4.9770)
C (-4.7998, -2.1504, 4.0765)
C (-5.3247, -2.2393, 2.7648)
C (-5.0526, -1.2467, 1.8377)
C (-4.1913, -0.1804, 2.1671)
C (-3.6461, -0.1123, 3.4558)
C (-3.9811, -1.0736, 4.3905)
S (-3.8981, 1.0064, 0.8710)
O (-4.4714, 0.3532, -0.2797)
O (-4.4210, 2.2896, 1.2439)
N (-2.3038, 1.1028, 0.5972)
C (-1.5284, 1.9379, 1.1940)
S (-1.9562, 3.0519, 2.5772)
C (-0.3405, 3.5108, 2.6901)
C (0.4233, 2.8137, 1.7892)
N (-0.1688, 1.9256, 0.9885)
H (-5.8124, -3.8859, 4.5768)
H (-4.8173, -3.2478, 5.8652)
H (-5.9149, -3.1298, 2.5704)
H (-5.5974, -1.2821, 0.8370)
H (-2.9164, 0.6173, 3.7480)
H (-3.6268, -0.9961, 5.4539)
H (-0.0234, 4.2255, 3.4829)
H (1.4896, 2.8784, 1.7175)

Atom charges from the Mulliken analysis, given in e for atoms 1 to 4: 0.144, -0.607, 0.080, -1.066

=====

(2)
C11H15N | wB97M-V/def2-TZVPD

Values from the calculation:
SMILES ... Cc1c[nH]c2ccccc12.CC
Molar mass ... 161.248 g/mol
Frontier orbital gap ... 8.63 eV
Lowest unoccupied orbital energy ... 0.890 eV
E_tot ... -13137.7725 eV
ΔE to the lowest compared entry with this formula, charge and spin ... 69.61 kcal per mole

Atoms and positions in Å:
C (2.0406, 0.8430, 1.8549)
C (1.4490, 0.9375, 0.5130)
C (1.9830, 0.5847, -0.7796)
N (0.8710, 0.7768, -1.7499)
C (-0.2196, 1.2907, -1.1164)
C (-1.3337, 1.7181, -1.6517)
C (-2.4920, 2.0890, -0.9430)
C (-2.2514, 2.1653, 0.4632)
C (-0.9762, 1.8154, 1.1461)
C (0.1147, 1.4422, 0.3242)
H (1.3799, 1.3902, 2.6199)
H (2.9709, 1.3808, 1.8970)
H (1.9034, -0.1549, 2.1681)
H (2.9032, 0.2549, -1.0478)
H (0.8609, 0.7248, -2.7664)
H (-1.3574, 1.9360, -2.7482)
H (-3.4258, 2.3520, -1.1829)
H (-3.0551, 2.3319, 1.1942)
H (-0.7505, 1.9709, 2.2197)
C (0.0184, -3.5082, 0.7190)
C (-0.1531, -2.8995, -0.7268)
H (-0.7859, -3.1485, 1.3572)
H (-0.1685, -4.5864, 0.5368)
H (1.0532, -3.3205, 0.9199)
H (-1.0953, -3.0305, -1.0431)
H (0.5801, -3.4590, -1.1968)
H (-0.0637, -1.8968, -0.9805)

Atom charges from the Mulliken analysis, given in e for atoms 1 to 4: -1.183, 0.875, -1.199, -0.036